No. 1
{"formula": "C51H43Cl3FeN5O6", "method": "ωB97M-V with the def2-TZVPD basis set", "s2": 6.07, "charge": -1, "orbital_gap_ev": [5.97, 7.69], "spin_multiplicity": 5, "symbols": ["Fe", "C", "C", "C", "O", "C", "C", "O", "C", "O", "C", "C", "C", "C", "C", "C", "C", "C", "C", "C", "C", "C", "C", "O", "C", "C", "C", "C", "C", "C", "C", "C", "C", "C", "C", "C", "H", "H", "H", "H", "H", "H", "H", "H", "H", "H", "H", "H", "H", "H", "H", "H", "H", "H", "H", "H", "H", "H", "H", "H", "H", "H", "H", "H", "N", "C", "C", "N", "C", "H", "H", "H", "H", "Cl", "C", "Cl", "Cl", "C", "N", "O", "C", "N", "C", "C", "O", "N", "C", "C", "C", "C", "C", "C", "C", "C", "C", "C", "C", "C", "H", "H", "H", "H", "H", "H", "H", "H", "H", "H", "H"], "coordinates": [[0.073, -0.106, 0.285], [3.416, -5.657, -1.595], [3.121, -4.809, -0.360], [3.869, -5.354, 0.856], [3.507, -3.476, -0.624], [2.458, -2.608, -0.185], [1.221, -3.492, -0.377], [1.731, -4.793, -0.091], [-0.060, -3.168, 0.432], [-0.502, -1.933, 0.003], [-1.093, -4.245, 0.031], [-1.101, -5.508, 0.616], [-2.053, -6.444, 0.244], [-3.010, -6.133, -0.713], [-3.009, -4.874, -1.292], [-2.055, -3.936, -0.922], [0.023, -3.246, 1.962], [-1.062, -2.703, 2.650], [-1.171, -2.828, 4.022], [-0.188, -3.505, 4.734], [0.898, -4.035, 4.061], [1.005, -3.908, 2.682], [2.573, -1.254, -0.937], [1.655, -0.342, -0.446], [3.989, -0.735, -0.608], [5.101, -1.105, -1.355], [6.360, -0.643, -1.003], [6.518, 0.205, 0.084], [5.408, 0.581, 0.826], [4.149, 0.109, 0.485], [2.430, -1.290, -2.464], [2.323, -0.052, -3.099], [2.255, 0.040, -4.477], [2.270, -1.109, -5.256], [2.363, -2.343, -4.635], [2.456, -2.433, -3.251], [4.429, -5.446, -1.939], [2.711, -5.413, -2.389], [3.318, -6.715, -1.352], [4.874, -5.658, 0.564], [3.330, -6.209, 1.264], [3.946, -4.575, 1.615], [2.567, -2.370, 0.881], [0.899, -3.444, -1.425], [-0.367, -5.760, 1.368], [-2.052, -7.423, 0.708], [-3.756, -6.866, -0.996], [-3.756, -4.619, -2.034], [-2.055, -2.944, -1.353], [-1.839, -2.210, 2.080], [-2.023, -2.400, 4.535], [-0.275, -3.638, 5.806], [1.670, -4.564, 4.606], [1.849, -4.347, 2.179], [4.985, -1.768, -2.202], [7.224, -0.949, -1.580], [7.504, 0.559, 0.359], [5.525, 1.234, 1.683], [3.279, 0.370, 1.072], [2.284, 0.840, -2.487], [2.189, 1.013, -4.949], [2.214, -1.044, -6.335], [2.365, -3.249, -5.229], [2.565, -3.402, -2.794], [1.377, 4.100, -0.219], [0.020, 4.349, -0.234], [-0.582, 3.131, -0.253], [0.383, 2.154, -0.256], [1.543, 2.761, -0.229], [2.106, 4.789, -0.198], [-0.381, 5.346, -0.228], [-1.636, 2.896, -0.254], [2.506, 2.274, -0.226], [-4.403, 2.713, -0.083], [-4.183, 0.472, 0.987], [-4.790, 0.728, 2.575], [-5.148, -0.525, -0.039], [-2.821, 0.360, 0.822], [-1.687, 0.368, 0.592], [2.558, -1.178, 2.928], [1.678, -0.399, 3.249], [1.484, 0.051, 4.544], [0.548, 1.159, 4.582], [0.062, 1.129, 3.106], [-0.772, 1.902, 2.666], [0.757, 0.200, 2.417], [-0.614, 0.947, 5.534], [-1.677, 1.849, 5.536], [-2.771, 1.639, 6.358], [-2.807, 0.543, 7.211], [-1.742, -0.342, 7.231], [-0.651, -0.141, 6.397], [1.299, 2.455, 4.872], [1.700, 3.324, 3.863], [2.487, 4.427, 4.165], [2.887, 4.670, 5.469], [2.481, 3.814, 6.482], [1.690, 2.716, 6.183], [2.209, -0.062, 5.231], [-1.656, 2.690, 4.855], [-3.612, 2.321, 6.329], [-3.666, 0.374, 7.848], [-1.768, -1.199, 7.894], [0.161, -0.853, 6.389], [1.384, 3.146, 2.842], [2.791, 5.101, 3.374], [3.510, 5.526, 5.698], [2.782, 3.998, 7.506], [1.359, 2.048, 6.970]]}

No. 2
{"formula": "C51H43ClCsIN2O10S", "method": "ωB97M-V with the def2-TZVPD basis set", "e_above_lowest_ev": 3.511, "charge": -2, "orbital_gap_ev": 5.09, "spin_multiplicity": 1, "symbols": ["Cs", "C", "O", "C", "C", "O", "C", "H", "H", "H", "H", "H", "H", "H", "H", "H", "H", "O", "C", "O", "C", "C", "Cl", "N", "N", "C", "C", "O", "O", "C", "C", "C", "C", "C", "C", "H", "H", "H", "H", "H", "H", "O", "C", "C", "O", "O", "C", "C", "C", "C", "C", "C", "C", "C", "C", "C", "C", "C", "H", "H", "H", "H", "H", "H", "H", "H", "H", "H", "H", "I", "C", "C", "C", "C", "C", "C", "C", "C", "C", "C", "H", "H", "H", "H", "H", "H", "O", "S", "C", "C", "C", "C", "C", "C", "C", "C", "C", "C", "C", "C", "H", "H", "H", "H", "H", "H", "H", "H", "H", "H"], "coordinates": [[-0.989, 0.289, -0.819], [-1.314, 2.480, -4.173], [-1.935, 1.581, -3.279], [-2.212, 0.325, -3.859], [-0.987, -0.583, -4.007], [-1.027, -1.550, -2.977], [0.080, -2.411, -2.991], [-1.881, 2.547, -5.114], [-0.281, 2.194, -4.395], [-1.311, 3.458, -3.693], [-2.688, 0.476, -4.837], [-2.930, -0.157, -3.193], [-0.063, 0.013, -3.933], [-0.991, -1.087, -4.986], [0.078, -3.047, -3.889], [0.006, -3.042, -2.105], [1.027, -1.856, -2.959], [-7.483, 1.854, 1.576], [-6.590, 0.866, 1.273], [-7.003, -0.177, 0.861], [-5.175, 1.210, 1.494], [-4.644, 2.006, 2.494], [-5.410, 2.594, 3.915], [-3.307, 2.095, 2.300], [-2.958, 1.411, 1.191], [-4.045, 0.862, 0.706], [-3.985, 0.159, -0.657], [-4.692, 0.666, -1.531], [-3.185, -0.799, -0.730], [-2.316, 2.878, 2.938], [-1.035, 2.341, 3.038], [-0.020, 3.110, 3.576], [-0.269, 4.403, 4.016], [-1.550, 4.926, 3.925], [-2.577, 4.172, 3.378], [-7.020, 2.644, 1.873], [-0.857, 1.322, 2.704], [0.976, 2.692, 3.654], [0.533, 5.008, 4.421], [-1.753, 5.936, 4.257], [-3.562, 4.598, 3.268], [-2.085, -3.189, 0.630], [-1.610, -2.772, 1.896], [-0.570, -1.585, 1.752], [-0.270, -0.931, 2.754], [-0.111, -1.470, 0.587], [-2.729, -2.333, 2.823], [-4.006, -2.087, 2.331], [-5.027, -1.685, 3.183], [-4.784, -1.517, 4.537], [-3.506, -1.743, 5.033], [-2.488, -2.149, 4.185], [-0.850, -3.986, 2.435], [-1.521, -4.982, 3.139], [-0.865, -6.135, 3.545], [0.476, -6.316, 3.243], [1.153, -5.332, 2.538], [0.495, -4.179, 2.135], [-2.321, -2.396, 0.111], [-4.205, -2.205, 1.274], [-6.016, -1.506, 2.777], [-5.581, -1.206, 5.203], [-3.305, -1.608, 6.090], [-1.492, -2.308, 4.574], [-2.569, -4.846, 3.375], [-1.407, -6.896, 4.096], [0.991, -7.218, 3.555], [2.200, -5.469, 2.291], [1.028, -3.414, 1.587], [1.113, 3.358, -1.474], [2.048, 3.990, -3.277], [2.197, 5.336, -3.477], [2.885, 5.797, -4.616], [3.423, 4.905, -5.500], [3.285, 3.510, -5.302], [3.873, 2.578, -6.184], [3.733, 1.236, -5.948], [2.972, 0.775, -4.855], [2.345, 1.609, -3.939], [2.555, 3.007, -4.172], [1.803, 6.047, -2.763], [3.000, 6.864, -4.769], [3.984, 5.261, -6.361], [4.432, 2.947, -7.040], [4.204, 0.527, -6.627], [2.877, -0.307, -4.740], [1.475, 0.274, -0.789], [1.918, -1.071, -0.408], [2.691, -0.864, 1.221], [2.573, 0.365, 1.842], [3.190, 0.574, 3.066], [3.910, -0.445, 3.671], [4.003, -1.686, 3.054], [3.387, -1.897, 1.831], [3.572, -1.192, -1.203], [4.235, -0.057, -1.637], [5.476, -0.178, -2.243], [6.047, -1.433, -2.420], [5.360, -2.572, -2.023], [4.114, -2.451, -1.424], [1.999, 1.141, 1.349], [3.106, 1.538, 3.553], [4.398, -0.276, 4.624], [4.553, -2.492, 3.522], [3.467, -2.862, 1.345], [3.751, 0.905, -1.511], [5.999, 0.706, -2.583], [7.022, -1.524, -2.884], [5.793, -3.552, -2.188], [3.554, -3.334, -1.131]]}